The following is a quantum chemistry calculation of C3H4O2 in the gas phase at a distorted geometry, from the OMol25 dataset.

```
9
Properties=species:S:1:pos:R:3:forces:R:3:lowdin_charge:R:1
O 0.0741 2.0167 0.4956 -0.035 -0.662 0.070 0.124
C 0.0147 0.8412 0.2954 -0.049 0.565 -0.107 -0.329
C 1.0074 -0.3027 0.0221 0.211 0.104 0.041 -0.091
O -0.0751 -1.2383 0.1733 -0.203 -0.080 -0.281 -0.108
C -1.0580 -0.2085 -0.0023 -0.346 0.269 -0.783 -0.108
H 1.8631 -0.4641 0.6860 -0.302 -0.044 0.016 0.129
H 1.3484 -0.2793 -1.0253 0.008 0.122 0.230 0.131
H -1.3157 -0.0006 -1.0545 0.504 -0.308 -0.378 0.129
H -2.0614 -0.3926 0.3653 0.212 0.034 1.194 0.123
```
Positions in Å, forces in eV/Å.

Calculated values
SMILES: O=C1COC1
HOMO: -10.2 eV
Lowest unoccupied orbital energy: 0.0285 hartree
Relative energy (zero: lowest compared OMol25 entry of this formula, charge and spin): 42.7 kcal/mol
E: -7268.8342 eV
HOMO-LUMO gap: 10.9542 eV

The following is a quantum chemistry calculation of C13H25Br10Cl3O2Sr2 as an isolated structure at a distorted geometry, from the OMol25 dataset.

```
55
Properties=species:S:1:pos:R:3:forces:R:3:lowdin_charge:R:1
Sr 0.6119 4.5661 0.1778 -1.912 -2.614 0.510 1.485
Sr 4.2475 3.3333 -1.1023 -1.692 -1.274 0.026 1.451
O -0.8654 2.7055 0.3681 1.700 1.538 0.069 -0.498
C -0.4131 1.5075 -0.1722 -0.599 0.635 -0.598 -0.390
C 1.0304 1.4679 -0.7633 1.092 -0.711 0.217 -0.308
O 1.8596 2.6562 -0.9550 0.794 1.866 0.595 -0.691
H -1.0929 1.2346 -0.9931 0.051 -0.196 0.049 0.069
H -0.4501 0.6630 0.5454 -0.041 0.232 -0.024 0.091
H 0.9674 0.9782 -1.7443 0.083 0.005 0.244 0.050
H 1.5919 0.8197 -0.0684 0.115 0.039 -0.426 0.087
Br 0.8416 -1.2056 4.5094 0.206 0.151 1.220 0.683
C 1.5824 0.5517 4.4583 0.202 0.471 0.405 -0.684
C 1.1595 1.1310 3.1445 -0.149 -1.044 -0.515 -0.696
Br 1.6734 2.9899 3.0392 0.461 0.678 -0.338 0.640
H 2.6575 0.4593 4.5234 0.199 -0.018 0.035 0.063
H 1.2330 1.1249 5.3090 -0.179 0.003 0.082 0.066
H 0.0934 1.0344 2.9800 -0.213 0.466 0.062 0.034
H 1.6476 0.5628 2.3521 0.057 0.375 -0.162 0.056
Br -3.5391 -0.7367 3.7767 -0.051 0.128 -0.051 0.682
C -2.8586 0.9434 4.4767 0.555 -0.310 -0.146 -0.685
C -2.7501 1.9680 3.3662 -0.411 -0.870 -0.063 -0.694
Br -1.8061 3.4970 4.0577 0.082 0.341 -0.056 0.662
H -1.8682 0.6994 4.8591 -0.044 0.039 0.039 0.023
H -3.4859 1.2227 5.3060 -0.266 0.250 0.090 0.058
H -3.7167 2.2740 2.9870 -0.139 0.246 0.143 0.066
H -2.2120 1.5447 2.5212 0.298 0.266 -0.008 0.026
Br -0.1458 -2.5486 2.1680 -0.378 -0.358 -1.098 0.588
C -0.2673 -3.7701 0.6549 0.828 0.388 -0.299 -0.639
C 0.5093 -3.1435 -0.5188 -1.013 0.268 0.802 -0.767
Br 0.6125 -4.3955 -1.9783 0.225 -0.126 -0.086 0.643
H -1.3106 -3.9198 0.4410 -0.298 -0.093 -0.187 0.030
H 0.1979 -4.6762 1.0230 -0.033 -0.170 -0.193 0.054
H 1.4972 -2.8141 -0.2206 0.153 -0.351 -0.019 -0.025
H -0.0319 -2.2617 -0.8797 0.047 -0.270 0.027 -0.036
Br 4.7908 1.0651 -2.8379 0.408 0.052 -0.312 0.591
C 3.5789 -0.4889 -3.2572 -0.462 1.107 -0.186 -0.571
C 4.1961 -1.7019 -2.7441 0.232 -0.750 1.384 -0.617
Br 4.0340 -1.7174 -0.7841 0.180 0.001 -0.145 0.688
H 3.4812 -0.4070 -4.3314 0.024 -0.112 -0.169 0.083
H 2.6691 -0.2331 -2.7400 -0.316 0.099 -0.103 -0.016
H 5.2483 -1.7970 -2.9427 0.273 -0.198 -0.305 0.064
H 3.6361 -2.5746 -3.0510 -0.091 -0.200 -0.327 0.077
Br -2.9960 1.7681 -5.1691 -0.078 -0.025 0.124 0.670
C -1.4316 1.0707 -4.2423 0.139 0.516 -1.043 -0.716
C -1.2518 -0.3724 -4.6295 -0.656 0.216 -0.100 -0.675
Br 0.0421 -1.1892 -3.4494 0.252 -0.162 -0.233 0.718
H -1.5342 1.2867 -3.1945 -0.183 -0.220 0.379 0.019
H -0.6232 1.6620 -4.6713 0.126 -0.042 0.311 0.049
H -0.9291 -0.4431 -5.6608 0.351 -0.113 -0.015 0.067
H -2.1770 -0.9381 -4.5653 0.046 -0.079 0.359 0.053
C -3.5178 -1.0531 0.1983 -0.127 0.416 0.057 -1.633
Cl -4.8233 0.1090 0.0797 -0.161 0.287 -0.064 0.564
Cl -2.7314 -1.2928 -1.3402 0.361 -0.036 -0.719 0.567
Cl -4.0827 -2.5563 0.8168 -0.301 -0.900 0.387 0.576
H -2.7786 -0.6599 0.8676 0.254 0.163 0.374 -0.050
```
Positions in Å, forces in eV/Å.

Calculated values
HOMO: -13.4 eV
Lowest unoccupied orbital energy: -0.3069 hartree
Relative energy (zero: lowest compared OMol25 entry of this formula, charge and spin): 25.5 kcal/mol
E: -757631.2723 eV
Charge: +2
HOMO-LUMO gap: 5.0211 eV

The following is a quantum chemistry calculation of C50H47BN9O5SY as an isolated structure at a distorted geometry, from the OMol25 dataset.

```
114
Properties=species:S:1:pos:R:3:forces:R:3:lowdin_charge:R:1
Y -0.8172 0.1405 -1.0592 -0.063 0.257 -0.611 1.544
C -2.0704 4.2589 -4.3908 0.101 2.291 0.461 -0.073
C -2.6462 3.0932 -4.5460 0.091 -1.538 1.466 -0.095
N -2.6670 2.3344 -3.3368 -0.762 0.931 0.071 0.076
N -2.2203 3.2770 -2.2710 1.672 -2.705 -0.868 -0.100
C -1.5965 4.4193 -2.9310 -2.626 2.682 -1.819 -0.568
B -2.7726 3.3243 -0.7227 -2.164 0.041 -1.164 -0.646
N -1.4086 2.9690 -0.1949 1.095 -0.981 0.665 -0.097
C -0.5555 3.9000 0.4598 0.065 0.029 -0.398 -0.088
C 0.1259 3.3305 1.4231 1.593 0.255 0.368 0.050
C -0.3001 1.9120 1.5977 -1.208 -0.570 -0.432 -0.353
N -1.3787 1.7301 0.6389 0.279 1.135 0.161 -0.058
N -3.8094 2.1795 -0.5981 0.406 1.263 -0.099 0.009
C -5.1582 2.2317 -0.3646 0.501 0.991 1.281 -0.063
C -5.6192 0.9368 -0.3746 -0.656 0.185 -0.489 -0.058
C -4.5136 0.1924 -0.8533 0.215 0.561 1.613 -0.127
N -3.3959 0.9258 -0.8760 -1.475 -0.229 -0.743 0.019
N -3.3295 4.7225 -0.4926 0.236 -2.547 -1.060 -0.042
C -4.2526 5.3264 -1.3056 0.871 1.459 0.633 -0.101
C -4.4524 6.5806 -0.7627 -0.493 -0.372 1.421 -0.051
C -3.6404 6.5402 0.4456 -1.630 0.529 -1.505 -0.147
N -2.9729 5.4194 0.5898 -0.701 0.823 -0.424 0.099
H -2.1615 5.1525 -5.0161 0.358 -0.629 -0.055 0.107
H -3.1204 2.5866 -5.3628 -0.009 0.232 -0.504 0.117
H -1.9411 5.4379 -2.5453 0.366 -1.405 -0.248 0.136
H -0.4415 4.8470 -0.0196 0.078 0.435 0.214 0.100
H 1.0061 3.7970 1.8848 -0.736 -0.244 0.114 0.120
H -0.5158 1.6269 2.6293 -0.789 0.601 0.139 0.141
H -5.6646 3.1863 -0.0286 0.861 -1.363 -0.609 0.144
H -6.6239 0.6421 -0.0133 0.919 -0.032 -0.760 0.106
H -4.4487 -0.8542 -0.9483 0.057 -1.023 -0.326 0.078
H -4.5593 4.9783 -2.2801 -0.016 -0.561 0.231 0.128
H -5.2761 7.2988 -0.9867 1.233 -0.585 0.001 0.104
H -3.7011 7.3042 1.1621 0.509 0.718 1.021 0.080
O -1.3103 -0.1654 -3.2462 1.113 2.157 1.181 -0.366
C -1.9870 -1.1769 -3.7773 0.856 -1.185 -0.756 -0.354
C -2.5045 -2.1049 -2.7187 1.050 0.779 0.954 -0.256
C -3.3323 -3.1364 -3.0480 -0.220 -0.318 -0.770 -0.031
C -3.6126 -4.0309 -2.0515 -0.752 -0.451 0.589 -0.055
C -2.9977 -3.9156 -0.8098 1.031 -0.009 1.255 -0.048
C -2.1510 -2.8520 -0.4993 -1.274 0.960 -2.821 -0.072
N -2.0134 -1.8994 -1.4585 -0.142 -0.729 -0.669 0.015
H -2.0541 1.4798 -3.3179 -0.349 0.170 -0.072 0.075
H -1.3096 -1.8022 -4.4564 -0.540 0.146 0.629 0.134
H -2.7531 -0.8626 -4.4718 -0.918 0.152 -0.206 0.111
H -3.6698 -3.2079 -4.1026 -0.012 -0.114 0.969 0.141
H -4.3857 -4.7787 -2.1895 0.332 -0.290 -0.062 0.112
H -3.0679 -4.6607 -0.0390 -0.539 -0.407 0.021 0.101
H -1.6315 -2.5920 0.4062 -0.076 -0.660 0.481 0.093
C 3.9570 -3.2302 3.4925 -0.396 1.313 0.329 0.023
C 3.9862 -2.2242 2.3176 -2.255 -0.309 1.708 -0.553
C 5.3576 -1.8328 1.8367 -0.948 -0.441 -1.329 0.034
O 3.1934 -2.7381 1.2902 0.724 -1.784 -1.461 -0.021
C 2.0934 -1.9664 0.8757 0.034 0.006 1.420 -0.168
C 2.3742 -0.6776 1.6263 1.150 0.752 0.571 -0.127
O 3.1967 -1.0869 2.7696 0.205 -0.287 -1.265 -0.034
C 1.2392 0.1141 2.2736 -1.427 0.150 -0.236 -0.290
O 0.6095 0.8664 1.2307 1.210 -0.494 -1.181 -0.118
C 1.8700 1.1516 3.1513 1.176 0.792 0.112 -0.175
C 1.5045 1.3693 4.4357 -2.207 -0.052 2.937 -0.030
C 1.9804 2.4148 5.2558 0.448 -0.381 -0.501 -0.058
C 2.9852 3.2022 4.7409 -0.438 0.364 0.779 -0.100
C 3.3490 3.0542 3.4161 0.484 0.221 -0.267 -0.088
C 2.8162 2.0586 2.6314 0.043 -0.224 -1.160 -0.029
C 0.1532 -0.8004 2.9557 1.351 -1.328 1.050 -0.089
C -1.1480 -0.9149 2.4902 0.023 -0.245 -0.496 -0.041
C -2.0357 -1.8782 3.0390 1.669 0.828 -0.260 -0.077
C -1.5815 -2.7307 4.0469 -1.176 0.102 -0.793 -0.090
C -0.2783 -2.6319 4.5723 0.061 -0.947 0.148 -0.069
C 0.5949 -1.7144 4.0200 -2.395 1.769 -1.575 -0.017
C 1.8984 -1.9061 -0.6366 0.265 0.273 -0.137 -0.429
O 0.8734 -1.0290 -0.8007 -1.198 0.645 0.068 -0.322
C 3.1275 -1.3389 -1.3514 -1.244 0.893 0.029 -0.126
C 4.1408 -2.1453 -1.7561 0.611 -1.975 -0.534 -0.046
C 5.1519 -1.6680 -2.5622 1.022 1.757 -0.285 -0.082
C 5.1931 -0.3144 -2.8865 -3.801 0.102 1.385 -0.062
C 4.0723 0.5468 -2.5186 2.153 -0.822 -0.851 -0.051
C 3.0641 0.0236 -1.7489 0.727 -0.780 0.302 -0.025
C 1.4632 -3.2291 -1.2712 -0.571 0.376 -0.986 -0.129
C 1.5451 -4.4447 -0.6280 -0.119 -0.206 -1.062 0.002
C 1.1453 -5.6266 -1.3207 0.142 1.249 0.709 -0.069
C 0.5228 -5.5451 -2.5384 0.043 -1.343 -0.764 -0.118
C 0.4104 -4.3172 -3.1466 -1.709 1.413 -1.333 -0.109
C 0.8513 -3.1544 -2.5602 0.826 -0.159 0.820 -0.014
H 4.7077 -3.9470 3.3162 1.030 -1.064 -0.088 0.060
H 2.9942 -3.7686 3.5853 0.380 0.638 -0.112 0.094
H 4.2071 -2.6778 4.4298 -0.249 -0.480 -0.601 0.104
H 5.7652 -2.5972 1.1322 -0.357 0.539 0.609 0.112
H 6.0186 -1.6860 2.6586 0.557 0.378 0.525 0.079
H 5.1179 -0.9283 1.2793 0.829 0.248 -0.146 0.093
H 1.1676 -2.3626 1.3095 -0.026 -0.363 -0.156 0.161
H 2.9860 0.0261 1.0256 -0.494 -0.328 0.027 0.151
H 0.6797 0.7782 4.9081 0.834 0.278 -0.679 0.132
H 1.6099 2.6315 6.2655 0.029 -0.513 -0.492 0.110
H 3.4171 3.9612 5.3847 0.072 0.122 -0.291 0.103
H 4.0391 3.7762 2.9989 0.138 -0.166 -0.155 0.107
H 3.0986 2.0377 1.5550 -0.248 -0.123 0.909 0.140
H -1.4837 -0.3214 1.6083 0.132 -0.268 1.042 0.090
H -3.0032 -1.9051 2.5514 -0.170 -0.435 0.477 0.102
H -2.3351 -3.4804 4.3054 0.672 0.014 0.585 0.101
H 0.0744 -3.3622 5.3614 -0.502 1.072 -0.963 0.125
H 1.5466 -1.5204 4.3952 1.498 -0.201 0.574 0.086
H 4.1368 -3.2487 -1.6193 -0.292 0.932 0.363 0.139
H 5.9488 -2.2909 -2.9382 -0.018 -0.311 0.069 0.099
H 5.8642 0.1111 -3.5368 1.852 0.608 -1.297 0.060
H 4.0880 1.5703 -2.9450 -0.235 -0.673 0.628 0.107
H 2.2301 0.6058 -1.4092 -0.190 0.214 -0.092 0.094
H 1.9466 -4.3526 0.3651 0.223 -0.963 0.260 0.103
H 1.3149 -6.5933 -0.9377 0.120 -0.886 0.843 0.082
H 0.1736 -6.4624 -3.0839 0.387 0.951 0.751 0.119
H -0.2184 -4.1725 -4.0601 0.854 -0.487 0.544 0.113
H 0.7253 -2.2100 -3.0969 0.104 -0.193 0.417 0.119
S 0.0565 4.0134 -2.5505 1.761 -0.503 0.418 0.983
C -0.8709 2.6775 -1.7706 -0.911 -0.100 1.670 -0.361
```
Positions in Å, forces in eV/Å.

Calculated values
HOMO: -7.7 eV
Lowest unoccupied orbital energy: 0.0168 hartree
Relative energy (zero: lowest compared OMol25 entry of this formula, charge and spin): 156.1 kcal/mol
E: -88813.8017 eV
HOMO-LUMO gap: 8.2050 eV